The following is a DFT calculation (wB97M-V/def2-TZVPD) of a structure of composition C22H16F12N2O4Zr.

The geometry in XYZ format:
```
57
Properties=species:S:1:pos:R:3:forces:R:3
Zr -0.4130 0.6320 0.1300 -0.14 0.45 -0.25
C 5.3913 1.4752 4.4125 0.02 0.00 0.01
C 4.4192 1.2414 3.2893 -0.05 -0.03 0.02
C 4.7030 1.6394 1.9877 -0.02 0.01 -0.05
C 3.8031 1.4141 0.9682 0.05 0.02 0.01
C 2.5726 0.7816 1.1846 -0.01 -0.04 0.05
N 1.7349 0.5019 0.0742 -0.15 -0.07 -0.06
C 2.4345 0.0841 -1.0886 0.03 -0.03 0.02
C 3.4846 -0.8277 -0.9731 0.07 -0.02 -0.02
C 4.2259 -1.2283 -2.0698 -0.02 0.01 0.05
C 3.9449 -0.7385 -3.3370 -0.04 0.04 -0.02
C 4.7373 -1.1563 -4.5455 0.02 -0.01 -0.02
C 2.8696 0.1323 -3.4662 0.06 -0.03 -0.05
C 2.1029 0.5324 -2.3792 -0.03 -0.02 0.02
C 0.8222 1.3487 -2.5206 0.14 -0.03 0.07
O -0.1982 0.6900 -1.8671 -0.02 -0.06 -0.05
C 0.3484 1.5142 -3.9844 -0.08 0.02 0.02
F 1.1844 2.2690 -4.7144 0.04 0.01 -0.01
F 0.2414 0.3212 -4.5795 0.00 -0.04 -0.01
F -0.8610 2.0793 -4.0311 0.01 0.02 0.00
C 0.9956 2.7902 -1.8783 0.00 -0.02 0.05
F 0.3206 2.8412 -0.6625 -0.05 -0.08 -0.03
F 0.4831 3.7819 -2.5929 -0.02 -0.01 -0.02
F 2.2585 3.0914 -1.6135 0.01 0.00 0.00
C 2.2439 0.4567 2.5126 -0.01 0.00 -0.03
C 3.1820 0.6646 3.5225 0.08 0.04 0.05
C 0.8449 -0.0600 2.8432 -0.05 0.04 -0.08
O -0.1059 0.5808 2.0759 -0.04 -0.16 0.21
C 0.4310 0.1933 4.3215 0.00 -0.03 -0.02
F 1.0622 -0.6424 5.1690 0.00 0.01 0.00
F 0.7057 1.4460 4.6846 -0.01 0.01 0.01
F -0.8805 0.0115 4.4870 0.02 0.02 0.01
C 0.7089 -1.5914 2.5548 0.03 -0.06 0.05
F 1.8249 -2.2667 2.7856 0.04 -0.02 0.02
F 0.3912 -1.7845 1.2323 0.03 0.06 -0.09
F -0.2805 -2.1803 3.2323 0.01 0.02 0.02
H 6.4126 1.2497 4.1041 0.00 0.00 0.00
H 5.1545 0.8540 5.2758 -0.01 0.00 0.00
H 5.3706 2.5172 4.7391 0.00 0.00 -0.01
H 5.6442 2.1288 1.7644 0.00 0.00 0.01
H 4.0572 1.7117 -0.0404 0.00 0.00 0.00
H 3.7375 -1.2069 0.0090 -0.01 0.00 0.01
H 5.0377 -1.9330 -1.9312 0.00 0.00 -0.01
H 5.6436 -1.6872 -4.2562 0.00 0.00 0.00
H 5.0299 -0.2935 -5.1453 0.00 0.00 0.01
H 4.1555 -1.8189 -5.1897 0.00 0.00 0.00
H 2.6370 0.4930 -4.4579 -0.02 0.01 0.01
H 2.9511 0.3787 4.5385 -0.01 0.00 -0.01
N -2.0411 -0.9850 -0.3735 0.07 0.01 0.07
C -3.3879 -0.3471 -0.4951 0.01 0.02 0.00
C -3.3867 1.1496 -0.1458 0.02 0.02 0.04
O -4.4164 1.7646 -0.1898 -0.02 -0.03 -0.03
O -2.2110 1.6301 0.1917 0.07 -0.07 0.04
H -1.7635 -1.3884 -1.2644 0.00 0.01 -0.01
H -2.0712 -1.7508 0.2926 0.00 0.00 0.00
H -4.0964 -0.8418 0.1661 0.00 0.00 0.00
H -3.7622 -0.4528 -1.5112 0.01 0.01 -0.01
```
Forces are in eV/Å.

Output
Total energy ... -68141.20008 eV
Spin multiplicity ... 1

Quick look at the natural (NBO) charges, all values in e:
1. Zr 2.482
2. C -0.625
3. C -0.058
4. C -0.177
5. C -0.250
6. C 0.251
7. N -0.885
8. C 0.261
9. C -0.288
10. C -0.134
11. C -0.049
12. C -0.629
13. C -0.185
14. C -0.117
15. C 0.094
16. O -0.861
17. C 0.980
18. F -0.321
19. F -0.314
20. F -0.308
21. C 0.970
22. F -0.329
23. F -0.294
24. F -0.296
25. C -0.144
26. C -0.130
27. C 0.095
28. O -0.842
29. C 0.974
30. F -0.326
31. F -0.306
32. F -0.305
33. C 0.966
34. F -0.296
35. F -0.335
36. F -0.309
37. H 0.218
38. H 0.216
39. H 0.221
40. H 0.211
41. H 0.222
42. H 0.221
43. H 0.203
44. H 0.215
45. H 0.219
46. H 0.219
47. H 0.220
48. H 0.212
49. N -0.890
50. C -0.348
51. C 0.787
52. O -0.573
53. O -0.833
54. H 0.416
55. H 0.410
56. H 0.233
57. H 0.236

The following is a DFT calculation (wB97M-V/def2-TZVPD) of a cluster of 13 separate species, C54H126N3O30S9 in total at a distorted geometry.

The geometry in XYZ format:
```
222
Properties=species:S:1:pos:R:3:forces:R:3
C 3.9235 1.3744 2.4622 3.45 -0.95 -6.67
C 3.3735 1.5022 3.7173 -5.02 2.27 3.25
C 4.1256 1.8423 4.8751 0.72 0.52 5.03
C 5.1518 2.9204 4.7199 4.07 -0.47 0.02
C 4.6078 4.2140 4.1406 2.18 -0.30 -2.36
C 3.1262 4.2228 3.9323 0.96 -1.08 1.84
N 2.6910 2.8362 3.5773 -3.26 1.32 -2.87
O 1.7907 2.7981 2.6428 -0.01 0.75 0.94
C 2.5352 4.6874 5.3305 0.92 -1.68 -0.13
C 2.8622 5.2076 2.8380 -1.29 1.45 -0.51
C 2.1644 0.5650 4.1270 1.79 -1.72 -2.44
H 4.4360 0.5348 2.0543 0.28 -1.83 1.01
H 4.7335 2.0764 2.1526 -0.70 0.49 0.93
H 3.2022 1.4695 1.6478 -0.43 0.31 0.39
H 3.4046 2.4385 5.5033 0.18 -1.21 -0.08
H 4.2645 0.9521 5.5093 1.16 0.33 -0.23
H 6.0234 2.5879 4.0635 -1.16 0.15 0.36
H 5.7860 3.1858 5.6069 -1.20 -0.67 0.01
H 5.0591 4.1945 3.0686 -0.55 0.88 1.77
H 4.9530 5.1017 4.7410 -0.36 -0.74 -0.95
H 2.4449 5.7090 5.1074 -1.20 1.61 0.54
H 1.6864 4.1049 5.7672 0.28 0.90 -0.87
H 3.3461 4.6468 6.0871 -0.45 -0.22 -0.34
H 3.1235 4.9542 1.7851 -0.12 -0.26 1.01
H 1.8094 5.4467 2.9288 -0.54 -0.06 -0.67
H 3.3004 6.2038 3.0666 0.35 -0.78 0.07
H 1.6372 0.6375 5.0634 -0.04 1.08 0.24
H 2.6569 -0.4199 4.2021 -0.20 0.00 -0.08
H 1.5057 0.5099 3.2304 0.14 0.13 0.99
C -4.2496 1.4679 7.9134 1.38 0.78 1.10
C -4.3404 1.8358 6.4981 -2.16 -1.54 -4.51
C -3.6198 3.1144 6.2062 -0.06 2.60 1.70
C -2.2520 2.7742 5.7207 0.73 -1.84 2.35
C -2.3506 2.0932 4.3791 2.15 1.97 0.70
C -3.1416 0.8032 4.3437 3.81 1.27 4.90
N -3.5557 0.6964 5.8099 -2.11 -0.11 -0.73
O -6.9717 -0.7778 3.5317 0.02 0.02 -0.01
C -4.0809 0.8000 3.2559 -1.77 -3.56 -1.87
C -1.9230 -0.2160 4.3033 -2.03 -0.21 4.00
C -5.8864 1.8053 5.7717 -0.01 0.33 4.69
H -3.1574 1.1655 7.9911 -1.25 0.70 0.81
H -4.8284 0.6999 8.3172 -0.97 -1.98 -0.27
H -4.6130 2.2782 8.5445 0.80 0.55 0.11
H -4.1790 3.8481 5.6194 0.09 -0.56 -0.99
H -3.5449 3.7823 7.1065 0.08 -1.01 -0.05
H -1.8248 1.9943 6.4666 -0.69 0.91 -0.90
H -1.5048 3.5364 5.8964 -0.01 0.69 -0.99
H -1.2786 1.9365 4.1928 -0.37 -0.02 -1.03
H -2.7500 2.8691 3.7782 -0.34 0.58 -1.41
H -4.8715 1.5291 3.2984 -0.47 0.07 0.55
H -3.6866 0.9331 2.2114 0.30 -0.35 1.17
H -4.4389 -0.3159 3.3720 -0.41 1.99 -1.01
H -1.2725 -0.1212 5.3072 -1.32 0.28 -2.56
H -2.2563 -1.2375 4.3148 -0.09 -0.59 -0.53
H -1.5578 0.1841 3.4472 2.50 -0.12 -2.72
H -6.3065 2.5896 5.1851 1.02 0.78 -1.32
H -6.6594 1.9991 6.6408 1.44 -1.06 -1.02
H -6.0634 0.8320 5.3651 -0.19 -0.51 -0.23
C -2.3277 -1.0146 0.4573 -0.01 3.18 -1.21
C -1.4608 -1.2022 -0.9260 -2.50 -2.80 -0.12
C -1.9972 -0.4305 -2.2310 -2.09 0.81 3.50
C -1.6243 1.0798 -2.1968 2.26 -0.14 -0.87
C -0.0159 1.1202 -2.1572 -1.43 1.53 0.49
C 0.4868 0.4358 -0.9118 5.31 -3.35 -0.28
N -0.0504 -1.0000 -0.8082 1.61 1.13 0.78
O 0.7143 -1.9192 -0.2987 -0.96 1.24 -0.37
C 2.2093 0.2224 -1.2023 -2.96 1.91 0.16
C 0.4691 1.1682 0.3946 -2.65 2.28 -0.65
C -1.6647 -2.7435 -1.2341 1.43 -0.22 0.20
H -3.3909 -1.2983 0.3034 0.85 -0.53 0.07
H -2.4633 0.1028 0.6218 0.31 -0.87 -0.31
H -1.9092 -1.3018 1.4372 0.10 -0.71 -0.85
H -1.5774 -0.9139 -3.0863 0.28 -0.21 -0.49
H -3.1525 -0.5792 -2.2093 1.94 0.25 -0.26
H -2.0276 1.7565 -1.4320 -0.41 -0.55 -0.21
H -1.7811 1.4483 -3.2118 -0.76 0.36 0.29
H 0.5044 2.1730 -2.1813 -1.38 -1.74 -0.14
H 0.1611 0.5952 -3.1028 1.03 -0.12 0.47
H 2.3045 -0.4673 -1.9713 0.06 -1.80 -1.35
H 2.4020 1.1723 -1.7211 0.46 0.08 0.63
H 2.9070 -0.0255 -0.4023 -0.73 0.20 0.21
H 0.6504 0.7053 1.3334 0.40 -1.17 0.33
H 1.1190 2.0471 0.3739 0.09 -0.14 -0.24
H -0.5692 1.5934 0.4831 0.62 -0.13 0.25
H -2.6926 -3.0469 -1.4182 -0.09 0.44 -0.37
H -1.3297 -3.3788 -0.3975 -0.18 0.51 0.09
H -0.9630 -3.0698 -2.0359 -0.77 0.38 0.06
O 1.6222 -6.1062 -2.6242 -0.72 0.01 -0.03
S 0.7217 -6.2860 -1.5158 3.54 2.08 -0.84
O -0.6605 -6.3931 -1.7239 -1.90 0.20 0.02
O 1.2576 -7.5293 -0.8014 1.18 -1.80 0.73
C 0.4218 -8.3780 -0.0519 -0.90 -0.83 1.10
C 0.8185 -8.6723 1.3983 -0.10 0.19 0.14
C 1.2213 -5.1433 -0.2536 -0.19 0.62 0.08
H 0.4872 -9.3638 -0.5057 -0.33 0.07 -0.46
H -0.5979 -7.9986 -0.0882 -0.06 -0.13 -0.14
H 1.7238 -9.2843 1.3645 0.32 0.60 0.48
H 0.0630 -9.3982 1.7024 -0.18 0.03 0.10
H 0.7919 -7.8535 2.1755 0.38 -0.65 -1.11
H 2.2771 -5.1673 -0.0067 0.34 -0.87 -0.53
H 0.7218 -5.5325 0.6368 -0.43 0.85 0.10
H 1.1429 -4.0852 -0.5477 -1.11 -0.25 0.24
O -3.6446 5.9248 1.1511 0.36 -1.12 -0.16
S -3.3240 4.9918 0.0859 -2.62 1.43 -0.81
O -2.9603 5.6453 -1.1510 -0.12 -0.93 0.16
O -2.3060 3.9296 0.4987 1.67 -1.26 1.47
C -1.1203 4.3477 1.3544 -0.40 -0.17 -0.86
C -0.2705 5.1968 0.4639 -0.74 0.68 -0.32
C -4.7321 3.7896 -0.0994 0.19 1.65 -0.53
H -0.5753 3.4572 1.7532 -0.92 0.46 -0.61
H -1.5282 4.9468 2.1565 -0.16 -0.07 0.33
H -0.8287 6.1233 0.1816 0.56 -0.66 0.25
H 0.0096 4.6854 -0.4640 0.22 0.02 0.37
H 0.5516 5.4520 1.0948 1.05 0.36 -0.08
H -5.0038 3.5897 0.9265 -0.16 -0.27 0.13
H -4.4323 2.9231 -0.6576 0.52 -0.44 0.00
H -5.5803 4.2208 -0.6720 0.66 0.21 0.58
O -1.9265 -6.4550 3.9848 0.12 -0.25 -0.03
S -2.7976 -7.5715 3.7493 -0.99 1.45 0.30
O -4.0840 -7.5441 4.4053 0.67 -0.39 -0.48
O -2.9774 -7.7589 2.1819 0.63 -0.46 0.30
C -3.9792 -6.9531 1.5853 -1.26 1.22 -1.30
C -3.4047 -5.5667 1.0439 0.06 -2.29 0.19
C -1.9459 -9.0366 4.0286 1.17 0.69 0.99
H -4.7562 -6.8289 2.3672 0.16 0.21 -0.76
H -4.4088 -7.5772 0.7450 0.53 0.78 0.91
H -2.5103 -5.8264 0.4283 -0.65 0.43 0.31
H -3.1065 -4.9524 1.8868 -0.01 0.20 -0.02
H -4.1638 -5.0867 0.4236 0.15 0.04 0.11
H -0.9797 -8.8457 3.5302 -0.45 -0.70 0.23
H -2.5320 -9.8584 3.6977 -0.19 -0.74 -0.41
H -1.8149 -9.0554 5.1206 0.11 -0.18 -0.35
O 4.3614 -2.2547 3.4038 -1.43 -0.60 -2.59
S 3.5903 -2.4672 2.1439 1.58 1.71 2.15
O 3.7462 -1.5237 1.0484 -0.50 -1.10 1.38
O 3.9990 -3.8265 1.4817 0.29 -1.17 -0.15
C 4.4575 -5.0137 2.2321 -0.18 -0.08 0.13
C 4.8141 -6.0476 1.1432 0.78 -0.41 -0.01
C 1.8514 -2.7001 2.6058 0.98 -0.37 -3.39
H 3.6125 -5.3700 2.8635 0.53 0.21 -0.38
H 5.2786 -4.6734 2.9001 -0.41 -0.45 -0.60
H 5.5852 -5.7106 0.4607 -0.24 0.99 -0.37
H 3.9575 -6.3916 0.5673 -0.16 0.32 0.02
H 5.3477 -6.9771 1.3953 -0.58 0.20 1.22
H 1.5244 -3.3282 1.6918 -0.13 0.84 1.90
H 1.4522 -1.7037 2.4632 -0.37 0.05 0.26
H 1.7682 -3.1055 3.5922 -0.10 -0.33 0.32
O -3.7013 2.9522 -4.3082 -0.65 -0.46 0.57
S -2.6372 3.3383 -5.1788 -2.02 2.65 2.53
O -1.8414 2.3605 -5.7337 2.41 -2.82 -2.14
O -3.2842 4.1611 -6.3305 -1.50 1.49 -0.11
C -4.3729 5.2171 -5.9523 2.40 -0.15 0.56
C -3.8751 6.4765 -6.5683 -0.49 0.10 -2.62
C -1.6334 4.4643 -4.2720 -0.70 2.57 -0.79
H -4.4369 5.3311 -4.8537 -0.28 -0.77 -0.65
H -5.2634 4.9992 -6.5054 -0.58 -1.01 0.48
H -4.4695 7.3353 -6.2634 -0.20 -0.02 0.01
H -4.0669 6.2837 -7.6929 0.73 0.92 1.54
H -2.8351 6.7171 -6.4021 0.26 -0.18 0.12
H -0.9601 3.9286 -3.6225 0.28 -0.15 -0.02
H -2.3171 5.1147 -3.6774 0.38 -0.75 -0.09
H -1.1390 5.2057 -4.9729 -0.05 -1.38 0.69
O -6.3922 -3.1013 -4.4100 -0.22 -0.37 -0.05
S -6.3079 -1.7487 -3.9591 -1.72 -2.23 -1.16
O -5.4263 -1.4641 -2.9291 2.33 1.15 3.15
O -5.9719 -0.9145 -5.1742 0.35 1.70 -2.02
C -4.8415 0.0419 -5.2307 -0.50 0.71 1.32
C -3.5302 -0.6586 -5.4588 -1.47 0.33 -2.02
C -7.9681 -1.3317 -3.5430 1.34 0.84 -0.80
H -4.8636 0.6459 -4.3052 0.08 -0.43 -0.31
H -5.0981 0.7333 -6.0283 -0.09 -0.24 -0.21
H -2.8331 0.1657 -5.6847 0.23 -0.74 0.28
H -3.7576 -1.2526 -6.3974 0.92 0.33 1.01
H -3.3088 -1.2898 -4.6220 0.54 -0.25 0.25
H -8.1613 -2.0289 -2.7748 -0.87 -0.54 0.80
H -8.4307 -1.4931 -4.4718 -1.22 -0.86 -0.97
H -8.1647 -0.2971 -3.3507 0.34 0.55 0.78
O 0.9287 4.8845 -6.4230 1.63 -1.30 0.90
S 1.8961 4.0502 -5.7076 -0.86 1.14 0.53
O 1.6310 3.6904 -4.3204 0.04 0.03 -1.50
O 2.1968 2.7595 -6.5900 -0.29 2.64 -0.59
C 2.1241 1.4889 -6.0209 -1.44 -1.41 -1.21
C 3.4363 1.0892 -5.5364 0.98 0.67 1.33
C 3.5179 4.8039 -5.7437 0.34 -0.51 1.17
H 1.7951 0.8613 -6.8502 0.03 -0.15 0.00
H 1.3060 1.4873 -5.3383 -0.33 -0.26 1.01
H 4.1591 1.1416 -6.3445 0.17 -0.15 -0.04
H 3.3759 0.1025 -5.1163 0.26 -0.41 0.19
H 3.7097 1.8293 -4.7560 0.24 -0.58 -0.17
H 4.1213 4.5003 -4.8546 -0.76 0.00 -0.65
H 3.5046 5.8649 -5.7939 -0.60 0.95 0.19
H 4.0060 4.4897 -6.6239 0.52 -0.60 -1.05
O 0.2893 -1.7586 -4.2292 1.05 -0.20 -0.07
S 1.3905 -2.5102 -4.7827 -1.02 -0.53 1.26
O 2.2557 -1.8924 -5.7484 0.00 -0.35 0.28
O 2.2465 -3.0928 -3.5195 -0.92 0.49 -1.86
C 3.5665 -3.6327 -3.8058 0.54 1.80 1.55
C 4.0657 -3.9214 -2.4042 0.48 -2.17 -0.35
C 0.6738 -4.0138 -5.3982 0.98 0.91 -1.49
H 4.1609 -2.8024 -4.2157 -0.13 -0.27 -0.05
H 3.6246 -4.4418 -4.4956 -0.60 -0.85 -0.42
H 3.8674 -3.0963 -1.8013 -0.03 1.81 0.94
H 5.1525 -4.1219 -2.4185 -0.50 -0.06 0.13
H 3.5061 -4.7306 -1.8722 0.63 0.25 -0.95
H 1.4432 -4.4975 -5.9843 0.11 -0.05 -0.48
H -0.1901 -3.7513 -6.0116 0.13 -0.08 0.18
H 0.4814 -4.6801 -4.6166 -0.70 -0.66 1.47
O 4.4404 3.9402 -1.0749 -0.16 -0.31 0.02
S 5.7401 3.8310 -0.4959 0.60 -1.51 -2.15
O 6.0375 4.4150 0.7432 0.13 0.44 1.88
O 6.2178 2.2678 -0.4426 1.17 2.70 0.87
C 5.4358 1.2220 -0.8719 -1.81 -2.41 -0.91
C 6.3049 -0.0390 -1.1593 0.33 1.26 -0.24
C 6.9525 4.4865 -1.6115 1.91 -2.85 -0.55
H 4.7673 1.5286 -1.6855 0.55 -0.09 -0.41
H 4.6983 0.9426 -0.1216 0.22 0.03 0.46
H 7.0889 0.1544 -1.9077 -0.36 0.15 0.02
H 5.7079 -0.8744 -1.5201 -0.18 0.07 0.23
H 6.8542 -0.3068 -0.2575 -0.26 -0.18 0.15
H 7.0612 3.9174 -2.5831 -0.49 0.29 1.21
H 7.9544 4.4216 -1.1002 -1.15 0.33 -0.43
H 6.6694 5.4471 -1.8726 -0.46 2.07 -0.12
```
Forces are in eV/Å.

Output
Total energy ... -221430.02782 eV
Expectation value of S² ... 4.768
Spin multiplicity ... 4

Mulliken atomic charge list, values in e, 99 entries:
1. C -0.982
2. C 1.922
3. C -1.419
4. C -0.980
5. C -0.856
6. C 1.556
7. N -0.087
8. O -0.044
9. C -1.795
10. C -1.831
11. C -0.964
12. H 0.865
13. H 0.205
14. H -0.295
15. H 0.321
16. H 0.465
17. H 0.380
18. H 0.288
19. H -0.104
20. H 0.664
21. H 0.675
22. H 0.162
23. H 0.418
24. H 0.122
25. H 0.542
26. H 0.470
27. H 0.483
28. H 0.516
29. H -0.715
30. C -1.645
31. C 1.829
32. C -1.242
33. C -1.114
34. C 0.052
35. C 2.268
36. N -0.936
37. O -0.026
38. C -0.806
39. C -1.049
40. C -1.643
41. H 0.319
42. H 0.415
43. H 0.404
44. H 0.414
45. H 0.379
46. H 0.221
47. H 0.510
48. H -0.528
49. H 0.323
50. H 0.427
51. H -0.452
52. H 0.194
53. H 0.120
54. H 0.403
55. H 0.213
56. H 0.400
57. H 0.417
58. H 0.279
59. C -1.118
60. C 1.184
61. C -0.220
62. C 1.293
63. C -0.548
64. C 0.973
65. N 0.594
66. O 0.411
67. C -1.943
68. C 0.570
69. C -1.749
70. H 0.597
71. H -0.471
72. H 0.279
73. H -0.177
74. H 0.204
75. H -0.111
76. H -0.853
77. H 0.352
78. H -0.551
79. H 0.737
80. H 0.715
81. H -0.462
82. H -0.733
83. H 0.619
84. H -0.663
85. H 0.620
86. H 0.214
87. H -0.099
88. O -0.718
89. S 1.401
90. O -0.680
91. O -0.362
92. C -0.401
93. C -1.036
94. C -0.083
95. H 0.306
96. H 0.391
97. H 0.328
98. H 0.374
99. H 0.286